ORCA calculation (ωB97M-V/def2-TZVPD) on a molecular structure, C17H14MnN4S6.

```
42
Properties=species:S:1:pos:R:3:mulliken_charge:R:1
Mn -0.789 0.915 0.055 -0.44
N -4.579 -1.013 -0.458 -0.37
C -3.317 -0.638 -0.237 0.78
S -2.979 1.091 -0.270 -0.34
N -2.418 -1.560 -0.024 -1.03
N -1.177 -1.015 0.168 0.45
C -0.177 -1.814 0.361 0.38
C -0.265 -3.285 0.336 -0.04
C 0.627 -3.991 -0.473 -0.19
C 0.582 -5.376 -0.512 -0.79
C -0.329 -6.060 0.281 -0.41
C -1.209 -5.360 1.095 -0.73
C -1.192 -3.975 1.114 -0.20
C 1.113 -1.127 0.633 0.87
C 2.230 -1.771 1.113 -0.42
C 3.363 -1.020 1.410 -0.61
C 3.345 0.345 1.205 -0.71
C 2.185 0.929 0.729 0.19
N 1.091 0.214 0.462 -0.30
H -5.302 -0.329 -0.586 0.20
H -4.815 -1.991 -0.459 0.24
H 1.335 -3.457 -1.097 0.52
H 1.259 -5.918 -1.159 0.41
H -0.353 -7.142 0.265 0.41
H -1.917 -5.895 1.716 0.40
H -1.886 -3.430 1.737 0.47
H 2.204 -2.840 1.267 0.51
H 4.246 -1.504 1.807 0.46
H 4.206 0.963 1.416 0.44
H 2.114 1.993 0.551 0.35
C 0.030 4.686 -3.303 -0.69
S -1.216 5.496 -2.268 -0.02
C -0.306 5.646 -0.774 -0.10
C 0.035 4.653 0.062 0.28
S -0.360 2.983 -0.167 0.33
S 0.939 5.090 1.494 -0.01
C 0.992 6.805 1.196 0.12
S 1.714 7.859 2.188 -0.18
S 0.202 7.237 -0.292 -0.03
H -0.389 4.671 -4.309 0.32
H 0.214 3.668 -2.967 0.19
H 0.950 5.266 -3.307 0.30
```

Electronic energy: -4415.1493 Eh
Charge: +1
LUMO energy (spin up / spin down): -4.92 / -4.70 eV
2S+1: 5
Molecular weight: 521.67 u